Record 1
Formula: C6H10O
Source: the OMol25 dataset
Level of theory: wB97M-V/def2-TZVPD

```
17
Properties=species:S:1:pos:R:3:forces:R:3:mulliken_charge:R:1
C 0.059845 1.198678 2.077626 0.030 -0.172 -0.028 -1.03
C 0.319861 1.038790 0.635145 -0.101 0.298 0.203 -0.10
C -0.931656 0.900787 -0.178328 -0.057 0.032 0.073 -0.72
C -0.740732 -0.501084 -0.740064 -0.162 0.141 -0.122 0.23
C 0.430540 -0.715278 -1.701564 -0.014 0.059 -0.222 -0.69
C 1.077050 -1.493255 -0.566343 0.056 -0.342 0.088 -0.35
O -0.078080 -1.274707 0.302131 0.479 -0.037 -0.037 -0.48
H 0.893813 0.882484 2.709790 -0.056 0.069 -0.105 0.32
H -0.888478 0.793514 2.458933 0.024 0.040 -0.086 0.30
H 0.006120 2.298807 2.177829 0.012 -0.025 -0.100 0.36
H -0.955352 1.627178 -1.000468 0.024 -0.054 0.101 0.35
H -1.874642 0.953428 0.388088 0.025 0.028 -0.031 0.32
H -1.689398 -0.954123 -1.055943 0.174 0.034 0.141 0.40
H 0.956832 0.190786 -1.986230 -0.018 0.056 0.020 0.25
H 0.197583 -1.306792 -2.581770 -0.068 -0.004 -0.068 0.31
H 1.189676 -2.561245 -0.730596 0.083 -0.148 -0.114 0.30
H 2.027018 -1.077967 -0.208236 -0.433 0.028 0.287 0.24
```
Positions in Å, forces in eV/Å.

Values from the calculation:
Charge: 0
E_LUMO: 0.665 eV
Strongest force on any atom: 0.520 eV/A
Relative energy (zero: lowest compared OMol25 entry of this formula, charge and spin): 99.9 kcal per mole
HOMO-LUMO gap: 8.70 eV

---

Record 2
Formula: C30H76AsClF12N6O9S2Ti
Source: the OMol25 dataset
Level of theory: wB97M-V/def2-TZVPD

```
138
Properties=species:S:1:pos:R:3:forces:R:3:mulliken_charge:R:1
Ti -0.271090 0.261378 -0.154469 -0.972 -0.082 -0.121 1.21
Cl -1.571110 1.671918 -2.013689 0.412 0.169 0.100 -0.85
C 1.591960 1.205858 2.590811 -0.205 -0.828 1.566 0.32
F 1.448890 1.888648 1.454841 0.440 0.059 0.344 -0.05
F 2.390440 0.125418 2.402691 -1.008 0.926 -0.349 -0.06
F 2.185270 1.952238 3.544751 -0.564 -0.197 -1.064 -0.23
S -0.113780 0.667438 3.364571 0.799 -1.830 1.683 0.49
O 0.257730 -0.240162 4.451361 0.124 0.646 -2.081 -0.52
O -0.862490 1.785558 3.815361 0.114 1.092 -1.127 -0.54
N -0.846000 -0.153582 2.049721 2.129 2.244 1.047 0.21
S -1.935150 -1.066242 2.698771 -3.821 -3.883 4.122 0.85
O -1.479600 -2.430742 3.066271 -0.213 2.294 -1.407 -0.60
O -2.862380 -0.531002 3.748511 2.518 -0.170 -3.178 -0.65
C -2.954310 -1.325962 1.164591 -2.047 -0.943 0.246 0.24
F -4.189080 -1.851002 1.471421 1.460 1.397 -0.053 -0.25
F -3.130580 -0.166602 0.447271 0.234 -1.161 0.480 -0.20
F -2.404730 -2.274652 0.412101 0.502 0.552 -0.508 -0.24
C 1.232660 -7.013482 6.037641 0.257 -0.161 0.125 -1.36
C 0.978330 -6.229302 4.734991 -0.218 0.139 0.931 -0.32
N 1.881980 -4.987672 4.468931 -0.663 -0.042 -0.342 0.06
C 3.338030 -5.382492 4.280231 -1.092 -0.289 0.576 -1.08
C 1.304070 -4.295902 3.129111 0.909 -0.603 0.791 -0.75
C 2.004680 -2.942282 2.754201 -0.879 -1.194 1.034 -0.65
C 1.814060 -3.973552 5.625141 -0.747 0.908 -0.331 -0.98
C 0.409120 -3.380332 5.908861 -1.586 -0.514 -0.286 0.24
O -0.472390 -4.343252 6.457011 0.719 -1.405 0.631 -0.38
C -1.831380 -3.979662 6.504811 -0.366 0.124 -0.583 -0.73
H 0.610970 -7.907782 6.080391 -0.301 0.052 -0.577 0.45
H 1.003100 -6.555622 6.999801 0.158 0.666 -0.352 0.30
H 2.234470 -7.441672 6.071391 0.193 0.236 0.000 0.36
H -0.025800 -5.805442 4.722601 0.091 -0.189 0.147 0.28
H 1.044730 -6.972102 3.940051 0.454 0.538 -0.465 0.52
H 3.390260 -6.148392 3.506431 0.090 0.516 -0.377 0.34
H 3.664960 -5.898802 5.182811 0.004 0.354 0.148 0.40
H 3.907110 -4.465322 4.128421 0.108 -0.420 -0.243 0.45
H 0.220770 -4.336912 3.242591 0.094 0.958 0.346 0.50
H 1.433730 -5.061602 2.364271 0.655 0.030 -0.061 0.48
H 1.567240 -2.597692 1.817181 0.319 -0.096 -0.069 0.27
H 3.083780 -3.090032 2.711721 -0.080 0.001 -0.553 0.34
H 1.838920 -2.169152 3.504461 -0.341 -0.070 -0.041 0.07
H 2.453570 -3.166732 5.267141 -0.104 0.137 0.141 0.54
H 2.290790 -4.322502 6.541141 -0.197 -0.655 -0.224 0.58
H -0.136110 -3.036232 5.029991 0.740 0.375 -0.658 -0.33
H 0.326810 -2.548022 6.607851 1.245 0.390 -0.016 0.56
H -2.299960 -4.064612 5.524351 0.070 -0.020 -0.384 0.26
H -1.981180 -2.939232 6.793231 0.065 0.038 0.459 0.34
H -2.364500 -4.682152 7.145421 0.271 0.241 0.254 0.29
C -6.710150 -1.825082 -4.485439 0.656 -0.364 0.205 -1.41
C -5.427460 -2.232382 -3.689309 0.518 0.522 -0.872 -0.44
N -4.108900 -1.416422 -3.873269 0.881 0.501 -0.147 0.24
C -3.528080 -1.594002 -5.310749 -0.514 -0.397 0.043 -0.90
C -4.408960 0.096188 -3.800699 -0.648 -0.440 1.342 -0.43
C -5.063020 0.625638 -2.483899 -0.022 -0.734 0.048 -0.85
C -3.034010 -1.833652 -2.791689 0.831 -0.780 0.413 0.11
C -2.732000 -3.376642 -2.549419 -2.089 1.421 0.647 -0.85
O -2.278880 -3.885092 -3.734049 0.627 -1.445 -0.763 -0.25
C -1.454660 -5.071082 -3.631729 0.233 0.177 -0.464 -0.78
H -7.239560 -0.958892 -4.088519 0.338 0.127 0.022 0.33
H -7.406190 -2.653482 -4.353589 0.080 -0.142 0.122 0.43
H -6.606820 -1.734082 -5.566709 0.320 0.117 0.067 0.36
H -5.031220 -3.197642 -4.004539 -0.728 -0.340 0.407 0.54
H -5.677810 -2.157702 -2.631089 0.343 -0.378 -0.008 0.42
H -3.271050 -2.627812 -5.541549 -0.112 0.000 0.590 0.39
H -2.650310 -0.984992 -5.526909 0.060 0.077 0.872 0.29
H -4.246000 -1.271872 -6.065009 -0.438 0.000 0.428 0.45
H -5.174650 0.155008 -4.574239 0.433 0.689 -0.237 0.51
H -3.468020 0.610438 -3.996349 -0.229 0.004 -0.215 0.35
H -5.228460 1.702888 -2.500009 0.141 0.001 -0.553 0.38
H -4.537170 0.456038 -1.544319 0.502 -0.205 -0.323 -0.05
H -6.046210 0.185258 -2.318079 -0.099 -0.042 -0.241 0.33
H -3.243060 -1.343512 -1.840819 -0.672 -0.097 -0.205 -0.36
H -2.064300 -1.412012 -3.056239 -0.241 0.305 -0.677 0.26
H -3.639220 -3.821042 -2.140059 -0.966 -0.460 -0.836 0.40
H -2.175170 -3.646962 -1.652219 1.352 1.067 -0.179 0.58
H -1.872240 -5.900062 -3.060319 -0.400 0.327 0.298 0.33
H -0.472180 -4.804462 -3.242189 -0.030 0.078 0.232 0.28
H -1.295750 -5.470952 -4.633209 -0.179 0.322 -0.073 0.27
C 0.150910 4.079588 -6.112779 1.115 -0.417 0.090 -1.44
C 1.080780 3.603108 -4.976289 -0.386 -0.589 1.484 0.25
C 0.704340 4.301758 -3.639439 0.335 -0.881 -0.004 -0.80
O 1.501700 3.826258 -2.538349 0.177 0.595 -1.376 -0.03
C 1.195630 4.329968 -1.252239 -0.050 -0.301 0.187 -0.07
N 1.028210 2.017418 -4.741259 0.350 2.310 -0.644 0.06
H 1.890690 1.622438 -4.394539 0.672 -0.056 0.258 0.29
H 0.359790 1.826438 -4.008569 -0.930 -0.398 0.254 -0.07
H 0.841910 1.577358 -5.631059 -0.457 -0.432 -0.091 0.42
H 0.532020 3.726598 -7.071029 -0.315 -0.521 -0.027 0.46
H 0.278180 5.152388 -6.257709 -0.232 0.133 0.505 0.43
H -0.895440 3.822418 -5.948069 0.105 0.027 -0.078 0.35
H 2.128160 3.844478 -5.157499 -0.062 -0.248 -0.265 0.27
H -0.334250 4.119398 -3.363419 -0.322 0.048 -0.290 0.25
H 0.848990 5.336998 -3.948389 0.093 0.440 0.806 0.41
H 0.217010 3.987888 -0.915509 -0.191 -0.271 -0.048 -0.22
H 1.216590 5.411698 -1.119839 0.233 0.236 -0.559 0.43
H 1.948320 3.904288 -0.588649 -0.143 -0.025 0.023 -0.22
C -2.048470 3.773428 1.367961 1.100 1.229 -0.856 -0.90
C -2.476540 5.102628 0.695191 -0.757 -0.043 0.507 0.09
C -1.445150 6.253858 0.802761 -0.211 0.060 0.028 -0.02
O -1.967260 7.503608 0.451661 -2.013 -1.282 -1.278 -0.38
C -1.040810 8.518108 0.530731 0.803 1.586 0.493 -0.68
N -2.863530 4.838628 -0.755259 0.981 0.111 -0.133 -0.05
H -2.110860 4.382018 -1.250329 0.782 -0.329 -0.294 -0.09
H -3.623910 4.193878 -0.917199 -0.664 -0.151 0.510 0.35
H -3.055540 5.712308 -1.224219 -0.244 0.535 -0.179 0.43
H -2.698000 2.921418 1.167271 -0.275 0.269 0.485 0.39
H -1.767560 3.973898 2.401891 -0.750 -0.319 0.164 0.51
H -1.084470 3.506118 0.935131 0.185 -0.231 -0.275 -0.16
H -3.429550 5.465538 1.080121 0.135 0.075 0.468 0.47
H -0.585850 6.111938 0.147341 0.374 -0.640 0.137 -0.26
H -1.131790 6.347108 1.842571 0.281 -0.630 0.201 0.47
H -0.987640 8.842458 1.570001 0.491 0.066 0.134 0.30
H -1.327930 9.399358 -0.042919 -0.506 -0.262 -0.090 0.28
H -0.057490 8.252228 0.142821 0.212 -0.337 0.129 0.26
C 4.915510 3.664268 -1.134909 -0.513 -0.408 -0.180 -1.29
C 5.840070 2.840068 -0.278199 0.116 -1.577 0.085 0.38
C 5.213710 1.797798 0.664411 -2.239 0.490 0.162 -0.14
O 6.098270 1.018078 1.374801 1.177 -0.124 0.971 -0.47
C 5.470460 0.154738 2.361051 0.135 -0.537 -0.611 -0.64
N 6.793920 1.985258 -1.148849 1.428 0.911 0.238 -0.30
H 6.547510 1.284198 -1.832879 -1.463 -0.452 0.033 0.25
H 7.455310 2.545808 -1.666969 0.186 0.811 -0.240 0.40
H 7.392400 1.527408 -0.476319 0.211 -0.717 0.566 0.41
H 4.238150 4.280348 -0.543529 0.418 0.150 0.255 0.34
H 4.239950 3.039058 -1.718729 0.182 -0.176 -0.214 0.19
H 5.509080 4.299018 -1.792839 -0.178 0.106 -0.010 0.45
H 6.519580 3.500748 0.260201 0.124 -0.199 0.119 0.31
H 4.493130 1.149278 0.166151 0.140 -0.069 -0.854 -0.04
H 4.532260 2.324898 1.332161 0.139 0.634 0.424 0.37
H 5.063840 -0.713962 1.843231 -0.259 0.021 -0.194 0.26
H 4.665810 0.613678 2.935521 0.203 0.485 -0.196 0.19
H 6.199760 -0.254722 3.060021 0.350 0.545 -0.242 0.37
As 2.831100 -1.022142 -1.943319 1.230 -2.401 -0.306 1.90
F 1.495720 -2.217922 -2.072449 1.491 1.311 0.534 -0.51
F 3.582710 -1.773532 -0.428819 -1.355 1.447 -2.119 -0.51
F 3.984770 0.370398 -1.917559 -0.898 -1.264 0.187 -0.55
F 2.191820 -0.293252 -3.449639 0.054 0.090 1.084 -0.50
F 1.748040 -0.057492 -0.867169 0.678 0.027 -0.572 -0.25
F 3.900670 -2.043192 -2.917179 -0.995 1.300 1.035 -0.46
```
Positions in Å, forces in eV/Å.

Values from the calculation:
Spin multiplicity: 4
<S²>: 3.7517
Charge: +3
E_LUMO (spin up / spin down): -6.029 / -6.109 eV
Strongest force on any atom: 6.832 eV/A
HOMO-LUMO gap (spin up / spin down): 5.23 / 8.32 eV

---

Record 3
Formula: H22O11
Source: the OMol25 dataset
Level of theory: wB97M-V/def2-TZVPD

```
33
Properties=species:S:1:pos:R:3:forces:R:3:mulliken_charge:R:1
O 2.562691 1.063570 0.816563 -1.172 7.414 -1.497 -0.46
H 1.897251 1.493340 0.279243 0.120 0.668 -0.467 0.16
H 3.354621 1.583360 0.679053 0.501 0.064 -0.060 0.34
O -2.658439 -0.466310 -2.173587 -3.809 0.703 -2.263 -0.85
H -1.736919 -0.522460 -1.920847 0.564 -0.601 -0.865 0.49
H -3.085459 -1.167380 -1.681267 -0.235 -0.383 -0.198 0.34
O -2.151899 -1.590860 0.911813 0.184 -0.929 0.154 -0.60
H -3.038319 -1.611970 1.272433 -0.212 -0.113 0.204 0.29
H -2.097019 -0.749330 0.458983 -0.090 1.017 -0.139 0.28
O -2.126959 0.856640 -0.369657 0.438 1.479 2.987 -0.63
H -2.546069 0.435740 -1.120277 -1.107 -0.027 -1.421 0.41
H -2.830919 1.347630 0.054123 -0.180 0.212 0.327 0.26
O -0.547209 3.059490 -0.156687 0.233 0.947 0.442 -0.68
H -1.475849 2.828240 -0.176567 0.169 -0.079 -0.197 0.27
H -0.097979 2.276160 -0.474197 -0.121 -0.394 -0.237 0.42
O 1.458951 0.894850 -2.381087 1.615 1.062 -3.526 -0.72
H 0.823241 0.595210 -1.731217 0.334 0.110 -0.290 0.38
H 1.814181 0.089970 -2.758197 0.369 0.027 -0.234 0.28
O 0.512821 0.335450 -0.513917 -1.642 -0.740 2.834 -0.31
H -0.276099 -0.203270 -0.453867 0.039 0.101 0.115 0.15
H 0.883081 0.318010 0.368603 -0.074 -0.057 0.254 0.18
O -0.775249 -1.410450 -1.520047 2.255 -2.540 0.370 -0.64
H -0.172459 -1.786900 -2.161267 0.528 0.103 -0.259 0.26
H -1.204809 -2.167250 -1.121327 -0.254 -0.392 0.496 0.30
O 0.578911 0.462380 1.914733 -1.212 0.224 1.356 -0.51
H -0.378069 0.479950 1.904283 -0.534 -0.043 0.002 0.22
H 0.823281 1.098220 2.587213 0.528 0.168 0.144 0.24
O 3.318571 -0.789440 1.404323 3.856 -2.725 0.632 -0.95
H 2.902061 -0.033840 0.989813 0.797 -2.038 -0.033 0.50
H 2.658611 -1.481360 1.360373 2.729 -0.431 -0.110 0.50
O 1.520911 -1.959980 1.825803 -3.652 -2.569 0.634 -0.64
H 1.330551 -1.067590 1.536603 -0.703 0.114 0.697 0.42
H 0.760001 -2.209810 2.350043 -0.263 -0.354 0.150 0.30
```
Positions in Å, forces in eV/Å.

Values from the calculation:
Charge: 0
E_LUMO: -0.435 eV
Strongest force on any atom: 7.654 eV/A
Relative energy (zero: lowest compared OMol25 entry of this formula, charge and spin): 180.9 kcal per mole
HOMO-LUMO gap: 8.04 eV

---

Record 4
Formula: C10H9N2OS
Source: the OMol25 dataset
Level of theory: wB97M-V/def2-TZVPD

```
23
Properties=species:S:1:pos:R:3:forces:R:3:mulliken_charge:R:1
C 1.298867 4.245127 2.394946 3.950 1.552 -0.600 -0.33
C 0.073624 3.789724 2.676937 -1.043 2.009 0.884 -0.40
C 2.243507 3.382763 1.812643 -0.511 0.405 -0.021 -0.52
C -0.289940 2.523190 2.437919 0.696 -1.944 -0.114 -0.47
C 1.914429 2.102054 1.490536 0.349 -2.409 -2.212 -0.33
C -2.112952 -3.808615 -2.402879 2.964 0.318 -0.830 -0.69
C 0.632022 1.654606 1.809327 -1.266 0.084 0.626 1.36
C -0.836853 -3.774262 -2.957824 -1.626 -1.322 -1.940 0.47
C -0.911123 -2.082036 -1.645023 -0.222 4.199 4.331 -0.43
C 0.274319 0.346497 1.427201 0.188 -0.948 -1.487 -0.24
N -0.143363 -2.674817 -2.490388 -0.016 -2.892 -1.635 0.03
N -2.083937 -2.691851 -1.546338 -0.708 -1.787 -0.795 0.00
O -0.197703 -4.378918 -3.995582 0.598 0.412 0.740 -0.53
S 0.020233 -0.912803 0.602092 0.016 1.077 1.420 0.01
H 1.655071 5.307652 2.643914 -0.867 -1.735 -0.441 0.31
H -0.536794 4.545514 3.121489 -0.976 -0.221 0.401 0.40
H 3.187452 3.724445 1.515537 1.244 0.632 -0.151 0.44
H -1.155199 2.155159 2.904092 -1.349 -0.551 -0.055 0.42
H 2.487170 1.348913 0.790408 -0.469 1.981 1.787 0.24
H -2.929968 -4.475928 -2.551145 -0.265 -0.148 -0.023 0.41
H 0.862887 -2.632249 -2.681860 -0.796 0.697 0.257 0.26
H -2.827276 -2.637377 -0.844475 0.874 0.871 -0.383 0.24
H -0.624472 -5.056789 -4.511523 -0.766 -0.279 0.242 0.34
```
Positions in Å, forces in eV/Å.

Values from the calculation:
Charge: +1
E_LUMO (spin up / spin down): -4.871 / -4.872 eV
Strongest force on any atom: 6.037 eV/A
HOMO-LUMO gap (spin up / spin down): 6.65 / 6.65 eV

---

| no. | DFT total energy (eV) |
| --- | --- |
| 1 | -8426.90945 |
| 2 | -210441.15110 |
| 3 | -22873.66854 |
| 4 | -26368.33316 |